[1]
55
Properties=species:S:1:pos:R:3:forces:R:3 method="wB97M-V/def2-TZVPD" multiplicity=5 homo_lumo_gap_ev="6.1 / 5.9" total_charge=+1 relative_energy_kcal_mol=3.3 s2=6.0376 homo_ev="-10.39 / -11.59"
Os 0.139 -0.082 -0.294 0.564 -0.692 -0.308
C -0.736 1.269 5.097 -0.016 -0.008 -0.015
C 0.416 0.934 4.399 -0.021 0.017 -0.035
C 0.416 0.962 3.013 0.121 -0.007 0.053
C -0.739 1.326 2.345 0.063 -0.021 -0.282
C -1.896 1.668 3.028 -0.112 -0.019 0.028
C -1.889 1.636 4.411 0.034 -0.005 0.017
N -0.730 1.341 0.904 -0.068 0.235 0.394
N -1.357 2.310 0.370 0.029 -0.157 -0.213
C -1.386 2.218 -1.003 -0.105 0.229 0.022
C -1.955 3.251 -1.746 -0.017 0.049 -0.024
C -1.951 3.157 -3.123 0.015 -0.013 0.000
C -1.380 2.046 -3.746 -0.018 0.010 -0.010
C -0.807 1.016 -3.012 -0.007 0.118 0.032
C -0.818 1.087 -1.621 -0.054 -0.223 0.038
H -0.738 1.244 6.178 0.001 0.007 0.002
H 1.317 0.657 4.929 -0.010 0.003 0.009
H 1.317 0.725 2.460 -0.026 -0.010 0.015
H -2.785 1.944 2.477 0.004 0.004 0.003
H -2.786 1.897 4.956 0.003 -0.008 0.009
H -2.373 4.106 -1.231 -0.009 -0.009 -0.003
H -2.386 3.946 -3.721 -0.003 -0.006 -0.004
H -1.393 1.978 -4.826 0.017 0.011 -0.002
H -0.361 0.172 -3.519 -0.017 -0.017 -0.007
Br 2.704 -2.015 3.145 0.035 0.041 0.028
C 1.325 -3.184 2.526 0.065 -0.050 -0.029
Br -0.293 -2.275 1.968 -0.190 0.188 -0.017
H 1.029 -3.826 3.345 -0.010 -0.031 -0.026
H 1.693 -3.745 1.677 -0.005 -0.007 -0.001
F -4.485 -5.440 -0.860 0.107 0.090 -0.013
C -3.448 -4.636 -1.028 -0.176 -0.074 0.039
C -2.269 -5.129 -1.560 0.012 -0.130 -0.030
F -2.179 -6.408 -1.900 0.007 0.122 0.024
C -1.191 -4.281 -1.729 0.052 -0.120 -0.095
F -0.069 -4.785 -2.238 -0.050 0.091 0.034
C -1.254 -2.934 -1.376 -0.039 0.187 -0.076
S 0.180 -1.962 -1.642 0.048 0.208 0.343
C -2.454 -2.471 -0.841 -0.017 0.052 0.078
F -2.578 -1.196 -0.441 0.020 -0.114 -0.033
C -3.541 -3.301 -0.663 -0.066 -0.035 0.016
F -4.665 -2.833 -0.137 0.044 -0.006 -0.019
Cl 2.113 2.662 -1.028 -0.005 -0.050 -0.002
C 2.766 1.360 -1.992 0.016 0.178 -0.044
C 3.226 1.654 -3.263 0.009 -0.008 -0.025
C 3.748 0.635 -4.046 -0.009 0.032 -0.001
C 3.809 -0.660 -3.549 -0.028 -0.044 0.079
C 3.348 -0.934 -2.273 0.019 -0.107 -0.139
C 2.815 0.070 -1.461 -0.142 -0.020 0.229
C 2.297 -0.223 -0.101 -0.192 0.182 -0.010
H 3.179 2.670 -3.629 -0.007 -0.002 0.003
H 4.113 0.858 -5.040 -0.002 -0.004 0.004
H 4.226 -1.455 -4.153 0.000 0.000 0.004
H 3.406 -1.944 -1.882 0.007 0.010 -0.006
H 2.559 -1.211 0.270 0.109 -0.005 -0.063
H 2.572 0.549 0.620 0.022 -0.061 0.027

***

[2]
8
Properties=species:S:1:pos:R:3:forces:R:3 method="wB97M-V/def2-TZVPD" multiplicity=1 homo_lumo_gap_ev=10.9 smiles="C#[N+][O-].C=O" relative_energy_kcal_mol=104.9 homo_ev=-9.92
C -0.756 -2.387 0.845 -0.991 0.923 -0.280
C 0.799 1.776 -0.805 3.187 -0.338 2.400
N -1.080 -1.300 0.648 0.082 0.053 -0.243
O 0.804 0.782 -1.452 -0.351 -0.373 -0.923
O -1.470 -0.213 0.388 -0.483 0.772 -0.008
H -0.045 -3.061 1.114 1.356 -1.707 0.566
H -0.055 2.373 -0.564 -0.942 0.665 -0.227
H 1.804 2.030 -0.172 -1.858 0.006 -1.285

***

[3]
34
Properties=species:S:1:pos:R:3:forces:R:3 method="wB97M-V/def2-TZVPD" multiplicity=1 homo_lumo_gap_ev=10.1 relative_energy_kcal_mol=20.3 homo_ev=-10.20
Ar 0.041 -0.438 -0.029 0.015 0.021 -0.071
O 0.932 -1.732 -3.408 -0.454 0.006 -0.571
H 1.156 -2.339 -2.703 0.222 -0.414 0.363
H 1.490 -0.969 -3.254 -0.088 0.087 0.353
O -2.433 -0.658 -3.403 -0.329 0.319 0.042
H -1.488 -0.549 -3.506 0.400 -0.196 -0.036
H -2.536 -1.535 -3.034 0.038 -0.220 0.027
O 2.509 2.467 -0.761 -0.033 0.303 0.554
H 2.139 1.946 -1.474 0.057 -0.416 -0.367
H 2.818 3.268 -1.184 0.178 0.242 -0.065
O 0.593 -3.524 2.773 0.143 -1.041 -0.225
H 0.520 -2.583 2.933 -0.282 0.773 0.179
H 1.245 -3.600 2.077 0.146 -0.071 -0.049
O -2.196 2.291 0.820 -0.029 0.304 -0.119
H -2.411 2.291 -0.113 -0.065 0.169 -0.296
H -2.412 1.407 1.116 -0.046 -0.339 0.332
O 0.362 3.734 0.765 -0.094 0.761 0.041
H -0.369 3.119 0.828 -0.377 -0.272 0.079
H 0.996 3.296 0.197 0.556 -0.313 -0.132
O -2.686 -0.225 2.153 0.154 0.194 -0.100
H -3.122 -0.601 1.388 -0.076 -0.289 -0.288
H -3.134 -0.619 2.901 -0.132 -0.049 0.362
O 1.843 0.861 -2.930 0.010 0.012 0.055
H 1.047 1.196 -3.344 -0.382 0.121 -0.151
H 2.398 0.591 -3.661 0.467 0.217 -0.271
O -0.116 1.902 2.851 0.066 -0.608 0.521
H 0.182 2.801 2.992 0.230 0.324 -0.211
H -1.070 1.970 2.806 -0.251 0.123 -0.047
O 1.545 -3.809 -1.464 0.011 0.097 -0.204
H 1.993 -3.994 -0.639 0.204 0.024 0.176
H 0.649 -4.115 -1.325 -0.296 -0.158 0.048
O -0.065 -0.995 3.207 0.126 -0.161 0.382
H 0.376 -0.280 3.667 0.167 0.353 0.000
H -0.799 -0.575 2.759 -0.254 0.096 -0.312

***

[4]
10
Properties=species:S:1:pos:R:3:forces:R:3 method="wB97M-V/def2-TZVPD" multiplicity=1 homo_lumo_gap_ev="7.2 / 7.2" total_charge=-1 relative_energy_kcal_mol=85.9 homo_ev="-3.11 / -3.11"
C -1.976 0.052 -0.132 0.156 0.797 2.701
N 0.709 -0.065 0.274 0.185 0.996 -0.309
N 2.030 -0.058 -0.059 -1.923 -1.356 1.309
O 2.600 1.012 -0.297 -0.244 -1.062 -0.037
O 2.526 -1.193 0.139 1.374 0.221 -0.661
O -1.821 -1.123 -0.426 -0.009 0.585 -1.013
O 0.045 1.034 0.044 -1.189 0.760 0.003
H -2.157 0.250 0.994 0.117 0.132 -1.267
H -2.053 1.003 -0.714 -0.168 -1.189 -0.493
H 0.097 -0.912 0.179 1.700 0.118 -0.233

***

Q: The highest multiplicity belongs to which entry?
A: C26H17Br2ClF5N2OsS

***

Copy entry 4 word for word.
10
Properties=species:S:1:pos:R:3:forces:R:3 method="wB97M-V/def2-TZVPD" multiplicity=1 homo_lumo_gap_ev="7.2 / 7.2" total_charge=-1 relative_energy_kcal_mol=85.9 homo_ev="-3.11 / -3.11"
C -1.976 0.052 -0.132 0.156 0.797 2.701
N 0.709 -0.065 0.274 0.185 0.996 -0.309
N 2.030 -0.058 -0.059 -1.923 -1.356 1.309
O 2.600 1.012 -0.297 -0.244 -1.062 -0.037
O 2.526 -1.193 0.139 1.374 0.221 -0.661
O -1.821 -1.123 -0.426 -0.009 0.585 -1.013
O 0.045 1.034 0.044 -1.189 0.760 0.003
H -2.157 0.250 0.994 0.117 0.132 -1.267
H -2.053 1.003 -0.714 -0.168 -1.189 -0.493
H 0.097 -0.912 0.179 1.700 0.118 -0.233

***

Q: The highest multiplicity belongs to which entry?
A: C26H17Br2ClF5N2OsS